No. 1
An isolated molecule of C6H14ClFSi, computed with ωB97M-V with the def2-TZVPD basis set.

Last column: natural (NBO) charge in e.
Positions of all 23 atoms, in Å:
C 1.08915 -3.09978 1.42797  -0.605
C 1.32424 -2.39693 0.09298  -0.415
C 0.21851 -1.36476 0.03683  -0.909
Si -0.02733 -0.20399 -1.46744  1.832
F -1.63635 -0.25685 -1.86428  -0.657
Cl 1.03395 -0.88429 -3.06964  -0.375
C 0.00116 1.64922 -0.98310  -0.885
C -1.03102 1.98463 0.12696  -0.390
C -1.25568 3.47019 0.34493  -0.590
H 0.04982 -3.55903 1.46754  0.209
H 1.93884 -3.81011 1.55125  0.209
H 1.23466 -2.43431 2.29684  0.203
H 2.31275 -2.01963 0.02852  0.207
H 1.41262 -3.11031 -0.75392  0.215
H 0.03566 -0.83233 0.92127  0.240
H -0.86631 -1.91308 0.14831  0.241
H 0.89073 2.08909 -0.72732  0.226
H -0.13514 2.20484 -1.92824  0.235
H -0.67671 1.65733 1.07291  0.192
H -1.90868 1.39032 -0.05453  0.210
H -1.82895 3.89276 -0.36422  0.202
H -1.88229 3.63042 1.24526  0.205
H -0.29363 3.91660 0.45109  0.200

Computed properties:
* HOMO: -10.1 eV
* Kohn-Sham gap: 10.86 eV
* lowest unoccupied orbital energy: 0.7 eV
* ΔE to the lowest compared entry with this formula, charge and spin: 0.0 kJ/mol
* total energy: -1086.651894 a.u.
* multiplicity: 1
* net charge: 0
* structure (SMILES): CCC[Si](F)(Cl)CCC


No. 2
A structure of composition C6H14ClI2LaNO2P, computed with ωB97M-V with the def2-TZVPD basis set.

Last column: natural (NBO) charge in e.
Positions of all 28 atoms, in Å:
I 2.66807 2.21198 2.90418  0.271
I 3.68215 1.19428 -1.44873  0.249
La 1.58819 0.29800 0.74654  1.502
P -1.03547 1.64376 -0.34742  0.815
C -1.38684 2.44015 -1.95306  -0.942
C -2.74389 1.62780 0.30130  -0.922
H -0.29660 2.87372 1.63585  0.253
H -1.12765 3.91822 0.42587  0.272
H 0.58084 3.42497 0.16674  0.229
C -0.39542 3.11416 0.56700  -0.949
H -2.72877 1.29152 1.34259  0.266
H -3.16341 2.63980 0.23993  0.252
H -1.98052 3.35085 -1.77761  0.260
H -1.95983 1.74587 -2.58549  0.257
H -3.36277 0.94535 -0.29314  0.258
H -0.44475 2.70046 -2.45431  0.239
C 0.59472 -0.18772 -1.89368  0.483
O 0.49212 -0.50613 -2.99323  -0.398
Cl -0.40749 -0.01928 2.45746  -0.554
C 2.07317 -4.33651 1.12638  -0.712
C 1.24437 -3.26566 0.51142  0.756
N 0.18941 -3.64326 -0.21398  -0.721
O 1.50888 -2.02544 0.61492  -0.818
H 1.69099 -5.31556 0.81370  0.246
H 2.01689 -4.28920 2.22367  0.281
H 3.11522 -4.23993 0.79076  0.271
H -0.44147 -2.95497 -0.61624  0.424
H 0.02987 -4.63722 -0.29144  0.434

Computed properties:
* HOMO (spin up / spin down): -15.5 / -15.5 eV
* Kohn-Sham gap (spin up / spin down): 4.95 / 4.45 eV
* lowest unoccupied orbital energy (spin up / spin down): -10.6 / -11.0 eV
* ΔE to the lowest compared entry with this formula, charge and spin: 47.8 kJ/mol
* total energy: -1870.301815 a.u.
* multiplicity: 1
* net charge: +2


No. 3
A structure of composition C6H14ClIO3PW, computed with ωB97M-V with the def2-TZVPD basis set.

Last column: natural (NBO) charge in e.
Positions of all 27 atoms, in Å:
C 0.81531 2.60359 -0.73715  -0.781
C 0.00125 1.95079 0.29303  0.461
H 0.27436 3.43646 -1.20962  0.342
H 1.04804 1.87847 -1.52470  0.282
H 1.72299 3.00781 -0.27272  0.312
O -1.09826 2.29399 0.71454  -0.405
I 1.97875 1.59801 2.67540  0.547
W 0.99367 -0.04324 0.57289  0.813
P -0.32928 -1.49686 -0.50553  1.032
C -1.85603 -2.18589 0.15704  -0.934
C -0.69236 -1.17535 -2.23002  -0.938
H 1.90136 -2.47776 -0.35933  0.278
H 0.77962 -3.34985 -1.43259  0.335
H 0.61756 -3.52933 0.33919  0.306
C 0.87380 -2.83878 -0.46926  -0.939
H 0.22156 -0.92805 -2.78278  0.286
H -1.14398 -2.08505 -2.64619  0.320
H -2.24669 -2.91507 -0.56232  0.316
H -2.58733 -1.38290 0.30084  0.287
H -1.40705 -0.34638 -2.30365  0.293
H -1.66664 -2.67760 1.11713  0.283
C -0.59866 -0.14121 1.86354  0.477
O -1.56236 -0.30689 2.50157  -0.244
Cl 2.93860 -0.23132 -0.63025  -0.032
O 0.49931 4.08324 2.12220  -0.671
H -0.27174 3.47976 2.01326  0.488
H 0.79421 3.77940 2.99549  0.486

Computed properties:
* HOMO (spin up / spin down): -21.9 / -21.7 eV
* Kohn-Sham gap (spin up / spin down): 6.05 / 5.71 eV
* lowest unoccupied orbital energy (spin up / spin down): -15.8 / -16.0 eV
* ΔE to the lowest compared entry with this formula, charge and spin: 0.0 kJ/mol
* ⟨S²⟩: 2.41
* total energy: -1627.711562 a.u.
* multiplicity: 3
* net charge: +3


No. 4
A cluster of 2 separate species, C6H14ClNO2 in total, computed with ωB97M-V with the def2-TZVPD basis set.

Last column: natural (NBO) charge in e.
Positions of all 24 atoms, in Å:
C -1.68016 -2.67068 -0.29372  -0.659
C 3.23284 1.95187 0.23058  -0.643
C -2.07019 -0.13023 -0.65647  -0.568
C -1.07583 -1.25930 -0.22706  0.094
C 2.43902 0.62454 0.37683  0.115
C -1.79978 1.17900 0.03288  0.131
N -2.58599 2.17726 -0.27920  -0.767
O -0.76922 -1.01209 1.12515  -0.712
O 2.93854 -0.18953 1.37372  -0.681
Cl 2.50982 -0.18656 -1.26904  -0.146
H -2.13734 -2.98493 0.68477  0.223
H -0.89204 -3.38054 -0.66171  0.215
H -2.57592 -2.72938 -0.86695  0.212
H 3.41165 2.29223 1.20826  0.216
H 4.18558 1.71641 -0.14467  0.206
H 2.83913 2.75028 -0.25678  0.224
H -2.01407 -0.08646 -1.77355  0.223
H -3.03703 -0.39974 -0.36067  0.212
H -0.05731 -1.26123 -0.67887  0.179
H 1.31098 0.68236 0.72036  0.246
H -3.45517 2.03208 -0.90949  0.349
H -2.31051 3.11158 0.12364  0.411
H -0.21080 -1.84272 1.38429  0.460
H 3.80377 -0.38423 1.11770  0.461

Computed properties:
* HOMO: -7.7 eV
* Kohn-Sham gap: 8.59 eV
* lowest unoccupied orbital energy: 0.9 eV
* ΔE to the lowest compared entry with this formula, charge and spin: 407.0 kJ/mol
* total energy: -902.311454 a.u.
* multiplicity: 1
* net charge: 0


No. 5
A structure of composition C6H14ClO6RhS2, computed with ωB97M-V with the def2-TZVPD basis set.

Last column: natural (NBO) charge in e.
Positions of all 30 atoms, in Å:
Rh -1.36904 -0.70916 0.14604  1.319
O -3.06383 2.79438 0.14015  -1.034
S -1.86198 2.07529 0.53204  2.564
O -0.86165 2.95346 1.15176  -1.072
O -1.23533 1.37620 -0.67216  -1.088
O -2.18672 0.91224 1.44844  -1.062
O 0.23984 -1.30171 0.69426  -0.800
Cl -3.06877 -2.14834 -0.86807  -0.789
C 0.34435 3.27285 -2.76095  -0.612
C 0.89429 4.00693 -1.54394  -0.433
C 2.39016 3.80741 -1.32450  -0.594
S 2.94535 2.08117 -1.21882  1.216
O 4.39690 2.16596 -0.81984  -1.034
C 1.98058 1.48080 0.18382  -0.649
C 2.56623 1.73343 1.57092  -0.408
C 2.39334 3.15797 2.09531  -0.621
H -0.70018 3.54260 -2.91945  0.219
H 0.36237 2.19396 -2.60774  0.234
H 0.91290 3.51472 -3.66592  0.168
H 0.33731 3.70629 -0.65618  0.272
H 0.72813 5.08451 -1.65623  0.185
H 2.74162 4.30650 -0.42247  0.221
H 2.97147 4.19145 -2.16868  0.200
H 1.87382 0.40763 0.01456  0.265
H 0.97601 1.90267 0.09495  0.291
H 3.62132 1.44712 1.58347  0.202
H 2.03181 1.04494 2.22993  0.222
H 3.07404 3.85169 1.59782  0.182
H 2.61410 3.20380 3.16559  0.186
H 1.36286 3.48405 1.94542  0.251

Computed properties:
* HOMO (spin up / spin down): -1.8 / -2.6 eV
* Kohn-Sham gap (spin up / spin down): 6.75 / 7.59 eV
* lowest unoccupied orbital energy (spin up / spin down): 5.0 / 5.0 eV
* ΔE to the lowest compared entry with this formula, charge and spin: 0.0 kJ/mol
* ⟨S²⟩: 6.02
* total energy: -2055.584340 a.u.
* multiplicity: 5
* net charge: -2


Number 1: maximum force 4.347 eV Å⁻¹. Number 2: maximum force 3.898 eV Å⁻¹. Number 3: maximum force 8.158 eV Å⁻¹. Number 4: maximum force 3.514 eV Å⁻¹. Number 5: maximum force 0.142 eV Å⁻¹.